1.
{"formula": "C31H42N3O6S", "method": "ωB97M-V with the def2-TZVPD basis set", "species": ["C", "C", "C", "C", "O", "N", "C", "C", "C", "C", "C", "C", "C", "C", "C", "C", "S", "N", "C", "C", "C", "C", "C", "C", "C", "C", "N", "C", "O", "H", "H", "H", "H", "H", "H", "H", "H", "H", "H", "H", "H", "H", "H", "H", "H", "H", "H", "H", "H", "H", "H", "H", "H", "H", "H", "O", "C", "O", "C", "C", "C", "H", "H", "H", "H", "H", "H", "H", "H", "O", "C", "O", "C", "C", "C", "H", "H", "H", "H", "H", "H", "H", "H"], "positions_angstrom": [[1.299, 0.333, 4.800], [0.909, 0.108, 3.197], [0.598, 1.520, 2.406], [-0.082, 1.092, 0.943], [0.791, 0.047, 0.385], [0.219, -0.601, -0.644], [0.886, -0.621, -2.002], [2.348, 0.165, -2.199], [3.456, -0.825, -1.432], [4.325, -0.399, -0.109], [5.335, -1.568, 0.521], [5.478, -3.078, -0.109], [6.437, -4.283, 0.517], [4.606, -3.505, -1.461], [3.610, -2.342, -2.078], [0.039, -1.494, -3.101], [0.437, -1.854, -4.896], [-1.113, -1.929, -2.223], [-2.286, -2.841, -2.639], [-2.036, -4.250, -1.772], [-3.167, -4.979, -0.836], [-2.692, -6.355, -0.011], [-1.129, -6.933, -0.127], [0.021, -6.208, -1.097], [-0.483, -4.857, -1.899], [-1.042, -1.427, -0.765], [-2.018, -1.719, 0.388], [-1.229, -2.478, 1.260], [-0.529, -3.399, 1.969], [1.331, -0.735, 5.326], [0.468, 0.966, 5.338], [2.386, 0.807, 4.901], [1.826, -0.487, 2.739], [-0.054, -0.581, 3.075], [-0.077, 2.272, 2.998], [1.650, 1.996, 2.117], [-1.179, 0.700, 1.048], [0.000, 2.033, 0.219], [2.217, 1.196, -1.640], [2.575, 0.285, -3.346], [4.218, 0.670, 0.366], [5.965, -1.333, 1.496], [7.040, -4.766, -0.393], [7.144, -3.915, 1.381], [5.766, -5.171, 0.941], [4.690, -4.588, -1.910], [2.963, -2.626, -3.011], [-0.059, -0.726, -5.624], [-3.334, -2.384, -2.387], [-2.246, -3.092, -3.805], [-4.272, -4.537, -0.757], [-3.430, -6.945, 0.712], [-0.749, -7.889, 0.473], [1.129, -6.582, -1.194], [0.334, -4.316, -2.575], [0.093, 2.937, -6.423], [-0.681, 3.072, -5.479], [-0.331, 2.659, -4.242], [-1.081, 2.934, -3.044], [-2.180, 1.908, -2.847], [-2.067, 3.609, -5.699], [-1.456, 3.961, -3.041], [-0.372, 2.863, -2.212], [-2.905, 1.934, -3.663], [-2.710, 2.087, -1.907], [-1.760, 0.897, -2.829], [-2.720, 2.797, -6.025], [-2.021, 4.374, -6.480], [-2.493, 4.096, -4.823], [-0.902, 5.378, 2.431], [-1.676, 5.513, 3.375], [-1.325, 5.100, 4.612], [-2.075, 5.375, 5.810], [-3.175, 4.349, 6.007], [-3.061, 6.050, 3.155], [-2.451, 6.402, 5.813], [-1.366, 5.304, 6.642], [-3.900, 4.375, 5.191], [-3.704, 4.528, 6.947], [-2.755, 3.338, 6.025], [-3.715, 5.238, 2.829], [-3.016, 6.814, 2.374], [-3.488, 6.537, 4.031]], "mol_weight_g_mol": 584.759, "largest_force_ev_per_a": 12.4, "charge": 1, "total_energy_ha": -2219.093806}

2.
{"formula": "C31H42N6O3", "method": "ωB97M-V with the def2-TZVPD basis set", "species": ["C", "N", "N", "C", "O", "C", "C", "C", "C", "N", "C", "O", "C", "N", "C", "O", "C", "N", "H", "H", "C", "H", "H", "H", "C", "H", "H", "H", "H", "H", "C", "C", "C", "N", "C", "C", "C", "C", "C", "C", "H", "H", "H", "H", "H", "H", "H", "H", "C", "H", "H", "H", "H", "H", "H", "H", "H", "C", "C", "C", "C", "C", "C", "C", "H", "H", "H", "H", "H", "H", "H", "C", "H", "H", "H", "C", "H", "H", "H", "H", "H", "H"], "positions_angstrom": [[-6.031, -1.131, -0.128], [-5.603, 0.186, -0.572], [-5.237, 1.022, 0.488], [-3.968, 1.476, 0.665], [-3.728, 2.261, 1.567], [-2.868, 1.070, -0.326], [-3.150, 1.851, -1.627], [-1.960, 1.835, -2.583], [-0.690, 2.302, -1.871], [-0.459, 1.493, -0.698], [0.550, 0.627, -0.477], [0.601, -0.074, 0.519], [1.683, 0.563, -1.517], [2.436, -0.643, -1.273], [1.887, -1.848, -1.541], [0.955, -2.010, -2.304], [2.613, -2.986, -0.810], [2.870, -2.504, 0.547], [3.221, -3.258, 1.127], [2.011, -2.156, 0.964], [3.963, -3.235, -1.493], [3.814, -3.490, -2.539], [4.584, -2.346, -1.426], [4.481, -4.057, -1.002], [1.752, -4.252, -0.855], [2.275, -5.085, -0.387], [0.816, -4.077, -0.329], [1.522, -4.508, -1.885], [3.047, -0.623, -0.465], [1.264, 0.476, -2.525], [2.618, 1.780, -1.398], [3.313, 1.801, -0.075], [2.773, 2.120, 1.138], [3.718, 2.005, 2.118], [4.895, 1.604, 1.559], [6.138, 1.371, 2.135], [7.166, 0.988, 1.302], [6.967, 0.835, -0.073], [5.739, 1.063, -0.650], [4.680, 1.460, 0.167], [5.597, 0.939, -1.714], [7.801, 0.533, -0.691], [8.147, 0.803, 1.715], [6.290, 1.488, 3.198], [3.557, 2.156, 3.099], [1.772, 2.422, 1.377], [2.042, 2.698, -1.527], [3.362, 1.724, -2.194], [-1.537, 1.578, 0.263], [-1.262, 0.976, 1.130], [-1.656, 2.620, 0.578], [0.154, 2.255, -2.555], [-0.816, 3.343, -1.546], [-1.802, 0.830, -2.975], [-2.163, 2.496, -3.428], [-4.021, 1.425, -2.123], [-3.376, 2.888, -1.362], [-2.741, -0.431, -0.626], [-2.470, -1.356, 0.531], [-1.797, -2.545, 0.262], [-1.573, -3.476, 1.259], [-2.003, -3.231, 2.552], [-2.657, -2.046, 2.835], [-2.892, -1.120, 1.832], [-3.396, -0.201, 2.087], [-2.988, -1.837, 3.842], [-1.823, -3.955, 3.333], [-1.060, -4.400, 1.031], [-1.438, -2.735, -0.739], [-1.910, -0.556, -1.324], [-3.644, -0.767, -1.138], [-6.253, 1.409, 1.455], [-5.785, 2.087, 2.164], [-6.629, 0.534, 1.989], [-7.080, 1.920, 0.962], [-6.586, 0.798, -1.451], [-7.606, 0.774, -1.044], [-6.306, 1.832, -1.641], [-6.581, 0.251, -2.393], [-7.029, -1.128, 0.330], [-5.307, -1.520, 0.586], [-6.056, -1.788, -0.996]], "mol_weight_g_mol": 546.716, "largest_force_ev_per_a": 0.6, "de_lowest_ev": 0.206, "smiles": "CN(C)N(C)C(=O)[C@@]1(Cc2ccccc2)CCCN(C(=O)[C@@H](Cc2c[nH]c3ccccc23)NC(=O)C(C)(C)N)C1", "total_energy_ha": -1760.795105}

3.
{"formula": "C31H43AlBBrCsF7IMgN5O17SSi", "method": "ωB97M-V with the def2-TZVPD basis set", "species": ["C", "Si", "C", "C", "O", "C", "C", "N", "C", "C", "I", "C", "C", "C", "C", "C", "S", "C", "N", "N", "C", "O", "H", "H", "H", "H", "H", "H", "H", "H", "H", "H", "H", "H", "H", "H", "H", "H", "H", "H", "H", "H", "H", "Br", "C", "N", "O", "O", "H", "H", "H", "C", "N", "O", "O", "H", "H", "H", "Mg", "C", "C", "C", "C", "C", "C", "H", "H", "H", "H", "H", "H", "F", "Al", "F", "F", "F", "C", "C", "O", "C", "O", "C", "F", "F", "F", "H", "H", "H", "H", "H", "H", "C", "O", "H", "H", "H", "H", "B", "O", "C", "O", "C", "O", "O", "O", "C", "O", "C", "O", "O", "Cs"], "positions_angstrom": [[6.045, -1.096, 0.272], [4.468, -0.164, -0.438], [4.670, 0.325, -2.301], [4.423, 1.535, 0.547], [2.963, -0.995, -0.064], [2.706, -2.120, -0.986], [1.223, -1.897, -1.633], [0.056, -2.348, -0.787], [0.178, -3.092, 0.542], [-1.130, -3.615, 1.435], [-0.910, -4.695, 3.333], [-2.663, -3.302, 0.871], [-2.740, -2.477, -0.552], [-1.343, -2.013, -1.347], [-1.600, -1.174, -2.744], [-2.111, 0.327, -2.331], [-0.786, 1.651, -2.336], [-1.420, 3.013, -1.208], [-1.259, 4.517, -1.234], [-1.868, 5.247, -0.187], [-2.516, 4.191, 0.683], [-2.249, 2.897, 0.037], [5.913, -1.062, 1.458], [7.010, -0.431, 0.060], [6.144, -2.190, -0.130], [5.404, -0.478, -2.787], [5.132, 1.385, -2.480], [3.649, 0.213, -2.891], [3.586, 1.562, 1.366], [4.198, 2.381, -0.246], [5.500, 1.793, 0.990], [3.477, -2.164, -1.896], [2.844, -3.169, -0.432], [1.117, -2.356, -2.730], [1.098, -0.721, -1.792], [1.231, -3.342, 1.027], [-3.651, -3.637, 1.402], [-3.808, -2.201, -1.007], [-0.718, -1.213, -3.509], [-2.523, -1.714, -3.275], [-2.509, 0.245, -1.209], [-2.978, 0.607, -3.094], [-3.093, 4.491, 1.656], [1.392, 2.433, -3.562], [-3.637, 4.248, 4.527], [-4.479, 4.340, 5.750], [-4.020, 4.977, 6.706], [-5.576, 3.771, 5.716], [-2.705, 4.791, 4.697], [-3.438, 3.190, 4.343], [-4.200, 4.695, 3.705], [2.986, -4.884, -4.110], [4.211, -4.152, -3.686], [4.746, -3.414, -4.521], [4.599, -4.339, -2.527], [2.761, -4.625, -5.147], [3.191, -5.952, -4.015], [2.173, -4.575, -3.450], [-3.376, 3.159, 2.409], [-1.702, -3.879, -7.532], [-0.673, -3.179, -8.162], [0.350, -2.610, -7.405], [0.350, -2.749, -6.017], [-0.677, -3.451, -5.387], [-1.705, -4.013, -6.143], [-2.501, -4.319, -8.122], [-0.670, -3.077, -9.245], [1.148, -2.059, -7.896], [1.150, -2.309, -5.427], [-0.676, -3.561, -4.305], [-2.508, -4.555, -5.652], [1.440, 0.593, 3.861], [1.424, 2.382, 4.064], [2.259, 3.152, 2.666], [2.276, 2.821, 5.588], [-0.279, 2.963, 4.140], [-8.259, -3.220, 5.426], [-7.040, -2.429, 4.994], [-5.883, -3.234, 4.791], [-5.743, -3.971, 3.545], [-5.909, -3.166, 2.500], [-6.624, -5.282, 3.481], [-6.674, -5.894, 4.700], [-6.085, -6.207, 2.635], [-7.908, -5.099, 3.090], [-7.992, -4.008, 6.137], [-8.998, -2.558, 5.889], [-8.748, -3.689, 4.572], [-6.780, -1.756, 5.819], [-7.261, -1.782, 4.139], [-4.738, -4.399, 3.680], [-5.057, 5.284, -2.937], [-3.885, 4.647, -3.412], [-5.889, 5.036, -3.600], [-5.281, 4.931, -1.928], [-4.908, 6.366, -2.932], [-3.165, 4.884, -2.804], [8.203, 5.222, 2.538], [8.821, 5.954, 3.648], [8.733, 7.258, 3.351], [9.153, 8.152, 4.067], [8.076, 7.427, 2.081], [7.842, 8.490, 1.530], [7.750, 6.230, 1.574], [9.160, 4.298, 1.921], [8.637, 3.069, 2.028], [9.180, 2.057, 1.615], [7.363, 3.135, 2.696], [6.635, 2.189, 2.948], [7.079, 4.406, 3.010], [-8.598, -0.868, 3.294]], "mol_weight_g_mol": 1352.654, "largest_force_ev_per_a": 7.9, "total_energy_ha": -7505.188833}

4.
{"formula": "C31H43BrCaN6O3S3Te", "method": "ωB97M-V with the def2-TZVPD basis set", "species": ["Ca", "O", "C", "C", "C", "C", "C", "C", "C", "O", "N", "N", "C", "C", "Br", "C", "C", "C", "C", "C", "C", "C", "H", "H", "H", "H", "H", "H", "H", "H", "H", "H", "H", "H", "H", "H", "C", "S", "C", "H", "H", "H", "H", "H", "H", "Te", "S", "C", "N", "C", "C", "C", "N", "H", "H", "H", "H", "H", "H", "H", "H", "C", "C", "C", "C", "N", "C", "S", "N", "C", "H", "H", "H", "H", "H", "H", "H", "H", "C", "C", "C", "O", "H", "H", "H", "H", "H", "H", "H"], "positions_angstrom": [[-0.532, 1.192, -0.910], [3.853, 0.202, -0.672], [4.015, -0.577, 0.378], [5.244, -1.196, 0.652], [5.396, -2.012, 1.763], [4.345, -2.226, 2.642], [3.123, -1.608, 2.380], [2.931, -0.815, 1.263], [1.571, -0.200, 0.980], [1.623, 0.750, -0.045], [0.705, -1.305, 0.579], [-0.677, -0.870, 0.467], [-1.475, -1.901, 0.687], [-2.794, -2.210, 0.484], [-3.677, 0.307, -0.637], [-3.797, -2.800, 1.118], [-4.065, -2.698, 2.568], [-3.354, -1.812, 3.385], [-3.583, -1.767, 4.748], [-4.532, -2.597, 5.337], [-5.258, -3.468, 4.536], [-5.028, -3.513, 3.170], [2.740, 0.581, -0.510], [6.067, -1.018, -0.030], [6.356, -2.483, 1.951], [4.473, -2.851, 3.517], [2.293, -1.750, 3.068], [1.176, 0.269, 1.890], [0.763, -2.046, 1.276], [-0.958, -2.815, 1.032], [-4.569, -3.357, 0.578], [-2.643, -1.140, 2.918], [-3.033, -1.064, 5.364], [-4.713, -2.553, 6.404], [-6.009, -4.111, 4.982], [-5.601, -4.191, 2.545], [-1.244, 1.452, 3.095], [-0.633, 2.643, 1.887], [1.021, 2.898, 2.569], [-0.700, 0.512, 3.008], [-2.298, 1.284, 2.869], [-1.143, 1.861, 4.102], [0.944, 3.373, 3.549], [1.560, 3.551, 1.886], [1.564, 1.958, 2.657], [-4.372, 2.184, 0.834], [2.207, 5.211, -0.167], [2.407, 4.188, -1.510], [3.536, 3.465, -1.659], [3.748, 2.525, -2.752], [2.417, 1.943, -3.199], [1.461, 3.075, -3.522], [1.473, 4.080, -2.463], [4.093, 3.396, -0.825], [4.409, 1.739, -2.389], [4.235, 3.041, -3.589], [2.027, 1.313, -2.396], [2.533, 1.295, -4.068], [0.432, 2.724, -3.602], [1.745, 3.544, -4.471], [0.567, 4.446, -2.197], [-1.894, -4.646, -1.634], [-0.757, -3.731, -1.926], [0.551, -4.035, -1.688], [1.515, -3.054, -1.997], [1.219, -1.925, -2.604], [-0.067, -1.620, -2.830], [-0.550, -0.172, -3.578], [-1.029, -2.521, -2.459], [2.951, -3.264, -1.634], [-1.521, -5.615, -1.310], [-2.514, -4.776, -2.523], [-2.513, -4.197, -0.849], [0.814, -4.982, -1.241], [-1.989, -2.195, -2.499], [3.222, -4.321, -1.629], [3.105, -2.863, -0.630], [3.588, -2.701, -2.313], [-3.251, 3.880, -3.001], [-1.883, 4.137, -2.365], [-1.981, 5.211, -1.282], [-1.366, 2.974, -1.858], [-3.645, 4.783, -3.485], [-3.952, 3.550, -2.231], [-3.166, 3.085, -3.744], [-1.236, 4.549, -3.184], [-2.657, 4.857, -0.500], [-2.357, 6.158, -1.687], [-1.005, 5.389, -0.824]], "mol_weight_g_mol": 891.507, "largest_force_ev_per_a": 1.1, "de_lowest_ev": 0.840, "charge": -2, "total_energy_ha": -6475.694914}

| no. | E_LUMO (eV) |
| --- | --- |
| 1 | -3.96 |
| 2 | 0.66 |
| 3 | -6.33 |
| 4 | 4.05 |